Entry 1:
C40H47N12O5S2Yb | ωB97M-V/def2-TZVPD

Expectation value of S²: 0.75
HOMO-LUMO gap (spin up / spin down) (eV): 6.17 / 6.17
Charge: 0
Calculated total energy (eV): -123564.4399
Multiplicity: 2

```
107
Properties=species:S:1:pos:R:3:mulliken_spin:R:1
Yb -1.63368 2.52320 0.09703 0.9994
S 1.12219 2.04616 -1.92533 0.0000
S -4.34703 2.17469 0.10532 -0.0015
O -2.12475 4.79960 0.50393 0.0021
O -1.29969 5.36987 -2.14524 0.0003
O -2.15240 3.30064 2.09585 0.0011
O 1.18333 -3.19070 2.44400 0.0000
O -2.25339 0.34867 -1.41997 0.0052
N 2.15172 2.03122 2.76470 -0.0001
N 1.45118 -0.60514 -2.01548 0.0000
N 2.88008 -4.56757 2.33199 0.0000
N -3.22551 -0.43141 3.14781 0.0000
N -1.82930 0.49170 1.63806 -0.0010
N 2.91909 0.53449 -0.67949 0.0000
N -3.13653 -1.19234 2.02217 0.0000
N -1.98018 1.55724 -1.82762 -0.0012
N -1.61342 4.03571 -2.01698 -0.0012
N 2.73544 2.94423 1.94154 0.0000
N 1.71473 -5.26567 1.99134 0.0000
N 0.61736 2.52667 1.31616 0.0010
C -3.83371 -2.46449 1.90316 0.0000
C 5.49345 -1.28298 3.44810 0.0000
C -6.39297 3.63989 1.26210 0.0000
C -3.22001 1.29412 -3.91180 0.0002
C -2.18114 4.20239 -4.38579 -0.0002
C -4.70015 5.51837 2.40870 -0.0004
C 4.90370 -0.04522 3.68519 0.0000
C 2.51373 -3.36455 2.59142 0.0000
C 2.50657 -1.03834 -5.05954 0.0000
C -6.91025 4.69475 2.00224 -0.0001
C -2.02486 3.47860 -3.08675 -0.0011
C 1.87396 0.57162 -1.53938 -0.0001
C 3.70810 -0.64500 -0.35082 0.0001
C -1.54990 -3.54190 2.03797 0.0000
C 4.71417 -2.37152 3.09928 0.0000
C 3.33547 -2.21678 2.98378 0.0000
C 3.52857 0.11222 3.57838 0.0000
C -2.31898 -0.63014 1.13907 -0.0016
C 4.40537 -3.57061 -1.38320 0.0000
C -2.73780 4.23073 1.45459 0.0014
C -2.88658 -3.63153 1.68308 0.0000
C -1.13908 -5.76686 1.20283 0.0000
C 1.77533 3.21022 1.08607 -0.0002
C 2.74767 -0.98277 3.22499 0.0001
C -0.67516 -4.59104 1.78066 0.0000
C 0.75002 -4.41964 2.07018 0.0000
C -2.38778 2.04905 -2.93605 0.0004
C 4.70939 -1.04044 -1.43472 0.0000
C 1.06985 -1.54999 -5.16320 0.0000
C -2.48171 -5.87147 0.87786 0.0000
C 2.89928 1.45525 3.87560 0.0000
C -4.18879 4.45580 1.67869 -0.0014
C -2.44629 0.57909 2.86120 -0.0006
C -3.34672 -4.80735 1.10100 0.0000
C 5.36150 -2.39661 -1.16842 0.0000
C -6.06996 5.64151 2.57812 0.0001
C -5.01493 3.49320 1.07992 0.0003
C 0.24715 -0.81057 -2.83105 -0.0002
C 0.43459 -1.95485 -3.82857 -0.0001
C 0.89676 1.80394 2.37952 -0.0008
H -4.39215 -2.58786 2.82673 0.0000
H 4.24157 -0.43087 0.57509 0.0000
H 4.91421 -4.52638 -1.24823 0.0000
H -2.17862 3.50462 -5.22028 0.0000
H 2.56734 -0.12809 -4.45652 0.0000
H 5.52220 0.80658 3.95276 0.0000
H 3.67076 2.17863 4.11390 0.0000
H -7.98340 4.78489 2.12497 0.0000
H -4.02469 6.24902 2.84362 0.0000
H 1.67098 -0.88360 3.13072 0.0000
H -3.12717 4.75080 -4.39046 0.0000
H -2.31356 1.41567 3.52670 0.0000
H 0.44479 -0.77404 -5.61737 0.0000
H 3.99479 -3.55213 -2.39838 0.0000
H 5.47168 -0.25963 -1.49541 0.0000
H 3.03178 -1.47237 -0.12029 -0.0001
H 5.74810 -2.41808 -0.14487 0.0000
H 3.15620 -1.79485 -4.60606 0.0000
H 1.92854 -1.43907 -1.71654 0.0000
H -0.55184 -2.37882 -4.02890 0.0000
H -7.05213 2.91045 0.80622 0.0001
H -3.98788 1.93570 -4.34692 0.0000
H -0.60430 -0.98786 -2.17642 0.0001
H 1.04297 -2.41006 -5.83859 0.0000
H 4.20841 -1.06247 -2.40586 0.0000
H 2.90938 -0.80674 -6.04739 0.0000
H 0.04476 0.12558 -3.34880 0.0000
H -1.38303 4.93077 -4.51052 0.0000
H -2.85561 -6.78100 0.42408 0.0000
H 0.21140 1.13745 2.88082 -0.0001
H 1.02643 -2.75602 -3.36428 0.0000
H 6.22144 -2.51118 -1.83039 0.0000
H -6.47598 6.46433 3.15370 0.0000
H 3.56952 -3.55991 -0.67728 0.0000
H -2.62204 0.87052 -4.72612 -0.0001
H 2.22766 1.38025 4.72919 0.0000
H -4.38827 -4.88718 0.80553 0.0000
H -3.69443 0.47127 -3.37848 0.0000
H 1.89839 3.91466 0.28211 0.0001
H 3.28128 1.43833 -0.42711 0.0000
H -4.54686 -2.40047 1.08388 0.0000
H -2.09790 -1.03855 0.16562 0.0004
H -1.37710 5.66538 -1.22593 -0.0003
H 6.56751 -1.39345 3.53613 0.0000
H -1.16891 -2.64151 2.50252 0.0000
H 5.15254 -3.34488 2.91425 0.0000
H -0.44587 -6.57522 1.00461 0.0000
```

=====

Entry 2:
C40H48Cl2CuN5PSSe | ωB97M-V/def2-TZVPD

Expectation value of S²: 0.77
Relative energy (zero: lowest compared OMol25 entry of this formula, charge and spin) (eV): 0.604
HOMO-LUMO gap (spin up / spin down) (eV): 6.63 / 6.86
Charge: 0
Calculated total energy (eV): -204863.3409
Multiplicity: 2

```
99
Properties=species:S:1:pos:R:3:mulliken_spin:R:1
Se 1.96279 -1.20779 -0.69087 0.0151
Cu 0.11489 -0.15927 0.67480 -0.0302
Cl 1.94881 -1.42310 2.61091 0.0038
Cl 4.34041 2.03341 -0.62569 0.0011
S -1.73642 -6.43743 1.73046 0.0002
P -0.87298 1.98077 0.37773 0.0020
N 0.49063 -0.86677 -1.62827 0.1471
N -0.74905 -8.51434 -2.20838 0.0000
N 3.02153 -1.16504 -2.14972 0.2846
N 2.10278 0.31848 0.18068 0.1023
N -0.61837 -2.07619 1.09094 0.0032
C 2.63343 -1.15988 -4.55737 0.0549
C -2.92256 -0.44613 -1.01257 0.0026
C -1.36544 -3.85341 2.49588 -0.0003
C -2.33110 -7.43948 -0.78240 0.0000
C 0.19434 -8.27312 -1.31734 0.0000
C -2.71808 1.90909 -1.77425 -0.0010
C 0.80843 -0.95113 -2.93225 0.1925
C 1.24622 5.34123 -1.23311 0.0008
C -2.63409 2.22923 -0.26486 -0.0005
C -3.72384 1.44077 0.45538 -0.0011
C -1.01211 -2.53901 2.27974 0.0018
C -3.46647 -0.06448 0.36814 0.0008
C 0.52920 3.02463 4.14777 -0.0003
C -1.28231 -4.76646 1.44235 0.0001
C 2.22069 -1.08569 -3.21539 0.1001
C -0.57854 -2.94322 0.08152 0.0276
C 1.68998 -1.18606 -5.55566 0.0061
C 0.29929 1.59925 4.65382 0.0002
C 1.43047 3.41849 -2.80053 0.0050
C -3.39008 0.56423 -2.04917 0.0014
C 4.02931 1.50156 0.98192 0.0197
C 4.78713 1.97797 2.03092 -0.0032
C 0.43070 3.12393 2.62802 -0.0006
C 0.70071 4.41019 -0.14963 -0.0012
C -0.12160 -0.95564 -3.97519 -0.0462
C -1.63917 1.77294 3.07229 0.0000
C -1.33478 -7.20939 0.15350 -0.0001
C -0.07309 3.25359 -0.77565 0.0042
C -0.61607 0.83709 3.69771 -0.0025
C 4.58787 1.47601 3.30771 0.0093
C -1.97636 -8.10181 -1.95096 0.0000
C -0.03876 -7.61967 -0.11464 0.0000
C -0.87769 -4.28254 0.20489 -0.0026
C 2.96301 -0.03705 2.44532 0.0083
C -0.96662 2.75627 2.09745 -0.0021
C 3.69537 0.43737 3.51272 -0.0066
C 3.02015 0.53480 1.16345 -0.0047
C 2.18272 4.57942 -2.16118 0.0010
C 0.32094 -1.09316 -5.26848 0.1341
C 0.85636 2.49819 -1.72847 0.0249
H -2.74091 -0.36792 1.12824 -0.0002
H -1.82955 -0.43710 -0.99571 -0.0041
H -0.39920 -1.12731 -6.07391 0.0128
H 1.78271 6.16096 -0.75162 -0.0001
H 0.04361 4.97745 0.51167 -0.0005
H 5.14982 1.87030 4.13849 0.0010
H -3.82825 1.75675 1.49254 0.0000
H -1.05833 -1.82661 3.08934 0.0002
H 5.54287 2.72518 1.84774 0.0002
H -0.20929 3.69687 4.58885 0.0000
H -0.04055 0.38463 2.88278 0.0024
H 1.66974 2.05730 -1.15072 -0.0200
H -3.34553 -7.11983 -0.60243 0.0000
H -0.32263 -2.54005 -0.89047 -0.0227
H 1.51870 3.36540 4.45714 0.0001
H -4.47625 0.64961 -2.00835 0.0000
H 1.54692 4.02858 0.42055 0.0002
H -2.37768 1.16384 2.56082 -0.0003
H -2.82555 3.30103 -0.11119 0.0000
H -1.12319 0.03886 4.24564 -0.0001
H -1.59004 3.65502 2.01892 0.0005
H -3.24443 -1.45604 -1.27663 0.0001
H 3.57627 -0.00699 4.48963 -0.0003
H 0.67402 4.15063 2.36621 0.0003
H 0.42373 5.76720 -1.81364 0.0001
H -2.14689 2.33011 3.86268 0.0002
H -1.69849 -4.18176 3.46591 0.0000
H -4.40389 -0.59239 0.55463 0.0000
H 1.18320 -8.63203 -1.56684 0.0000
H 3.02226 4.18961 -1.58453 0.0000
H 2.58189 5.24281 -2.93199 0.0001
H 0.75694 -7.44670 0.59206 0.0000
H -2.71438 -8.32216 -2.71043 0.0000
H -1.72005 1.87438 -2.20858 -0.0004
H 2.10148 2.84349 -3.44145 -0.0011
H -3.13557 0.23461 -3.05710 -0.0001
H 2.00068 -1.28925 -6.58509 0.0067
H -0.79713 -4.91917 -0.66067 0.0006
H -4.67180 1.68081 -0.03189 -0.0001
H 0.32882 1.66944 -2.20639 -0.0188
H -0.15655 1.63940 5.64743 0.0001
H 1.17921 2.46472 2.18147 0.0005
H -1.17292 -0.88003 -3.74405 -0.0067
H 1.24799 1.07040 4.74561 0.0001
H -3.27186 2.69686 -2.28875 -0.0006
H -0.90191 3.68914 -1.35130 -0.0002
H 0.62161 3.81094 -3.42501 0.0001
H 3.68774 -1.20265 -4.78362 -0.0017
```

=====

no.,strongest force on any atom (eV Å⁻¹)
1,1.1
2,1.8